Entry 1:
ORCA calculation (ωB97M-V with the def2-TZVPD basis set) on C2H5N3OS2 in the gas phase in a non-equilibrium geometry.

For the energy above the lowest of the compared OMol25 structures with the same formula, charge and spin, the calculation gives 3.140 eV. Its charge is 0. The HOMO energy comes out at -8.576 eV. The gap between HOMO and LUMO is 8.582 eV. Its SMILES is ONC(/C=N\S)=N/S.

Each line ends with the Mulliken charge.
Atoms and positions in Å:
S  2.53  -1.16  -0.38  -0.15
N  -1.59  -1.44  0.27  -0.43
N  -0.43  1.31  0.02  -0.19
H  0.22  -1.82  0.98  0.42
C  0.33  0.16  0.05  0.87
C  -0.38  -1.09  0.45  -0.33
H  -3.68  -1.36  -0.47  0.17
N  1.57  0.25  -0.24  -0.63
S  -2.71  -0.46  -0.56  -0.09
H  3.66  -0.50  -0.59  0.15
O  0.30  2.48  -0.17  -0.44
H  1.23  2.18  -0.20  0.40
H  -1.05  1.45  0.84  0.26

---

Entry 2:
ORCA calculation (ωB97M-V with the def2-TZVPD basis set) on C37H32AsIrN5O2 as an isolated structure in a non-equilibrium geometry.

For the energy above the lowest of the compared OMol25 structures with the same formula, charge and spin, the calculation gives 0.225 eV. As for the spin multiplicity: 5. Its charge is +1. The HOMO energy (spin up / spin down) comes out at -9.406 / -11.010 eV. As for the expectation value of S²: 6.055. The gap between HOMO and LUMO (spin up / spin down) is 6.865 / 6.281 eV.

Each line ends with the Mulliken charge.
Atoms and positions in Å:
C  -4.73  -0.63  -1.24  -0.73
C  1.10  -3.89  2.44  -0.33
C  -1.41  3.99  0.08  -0.46
H  -1.40  -2.98  0.36  0.70
C  -1.88  -4.78  -1.74  -0.25
H  3.78  1.33  1.71  0.50
C  -3.46  4.35  -1.12  -0.54
C  0.39  -1.36  -6.81  -0.57
C  -2.52  4.77  -0.18  -0.69
H  -6.66  -1.10  -2.05  0.43
C  -3.30  3.13  -1.77  -1.01
C  -2.86  -1.75  -2.27  0.41
H  -2.68  -0.37  -0.65  0.32
C  -1.19  2.78  -0.62  -0.19
C  -5.59  -1.28  -2.12  -0.70
O  -0.07  0.58  -2.61  -0.57
H  -0.73  4.28  0.86  0.57
C  -0.13  -3.97  1.76  -0.94
H  -2.55  -6.75  -1.24  0.44
C  0.82  1.28  -3.23  0.41
H  -4.32  4.98  -1.33  0.41
H  -0.28  -7.74  -1.28  0.42
H  -5.77  -2.67  -3.75  0.44
H  -2.66  5.69  0.36  0.40
H  -3.34  -3.09  -3.89  0.58
H  4.50  3.69  1.40  0.41
H  1.67  -6.30  -1.77  0.45
H  -2.28  -0.83  -4.79  0.37
H  -0.78  -4.81  1.87  0.47
H  1.39  -4.70  3.10  0.43
H  -1.53  -0.44  -7.10  0.43
H  1.36  -3.90  -2.21  0.22
C  1.59  3.79  -0.34  -0.11
H  2.83  -2.67  2.83  0.50
H  0.72  -1.17  -7.82  0.40
H  -5.12  0.06  -0.51  0.50
H  -4.04  2.80  -2.48  0.46
C  2.29  0.91  -2.89  -0.75
C  2.81  4.21  0.18  -0.91
C  1.23  -2.01  -5.91  -0.99
H  3.16  5.21  -0.02  0.43
C  -3.73  -2.40  -3.15  0.00
C  -1.69  -6.13  -1.47  -0.82
H  -2.87  -4.37  -1.72  0.34
C  1.47  -1.74  1.45  0.27
C  -2.20  2.34  -1.51  0.43
C  -1.30  -1.18  -5.10  -0.41
N  1.55  0.28  0.59  0.42
H  -2.04  1.42  -2.05  0.53
H  2.82  0.84  -3.83  0.48
C  0.80  -2.24  -4.61  -0.23
C  -0.78  -3.98  -2.04  0.64
H  1.45  -2.76  -3.92  0.27
N  2.35  -0.31  -2.09  -0.58
Ir  0.19  -0.49  -0.79  2.60
N  2.13  -0.59  1.39  -1.09
C  0.50  -4.53  -2.03  -0.32
C  -0.47  -1.83  -4.20  0.65
C  3.57  3.35  0.96  -0.58
C  1.12  2.49  -0.08  -0.19
C  -5.10  -2.17  -3.07  -0.85
H  3.15  -0.32  -1.46  0.29
C  -0.46  -2.95  0.90  -0.19
H  2.22  -2.33  -6.22  0.45
C  -0.42  -6.68  -1.49  -0.54
O  0.61  2.16  -4.03  -0.72
C  0.68  -5.88  -1.76  -0.93
N  -0.10  1.98  -0.43  0.02
C  1.89  -2.79  2.30  -0.74
H  2.70  1.75  -2.32  0.24
H  2.41  -1.12  -2.68  0.23
C  2.00  1.58  0.57  0.41
C  -3.37  -0.87  -1.32  -0.71
H  1.01  4.44  -0.98  0.61
As  -0.96  -2.06  -2.34  0.82
C  -0.87  -0.95  -6.40  -0.82
C  3.18  2.02  1.14  -0.66
N  0.32  -1.88  0.70  0.33

---

Entry 3:
ORCA calculation (ωB97M-V with the def2-TZVPD basis set) on C7H8 in the gas phase in a non-equilibrium geometry.

For the energy above the lowest of the compared OMol25 structures with the same formula, charge and spin, the calculation gives 6.379 eV. Its charge is 0. The HOMO energy comes out at -8.069 eV. The gap between HOMO and LUMO is 8.672 eV.

Each line ends with the Mulliken charge.
Atoms and positions in Å:
H  2.47  -0.80  0.56  0.29
C  2.09  0.05  -0.01  -1.32
C  -1.32  -0.28  -0.88  0.00
C  -0.47  0.50  0.85  -0.48
C  -1.50  -0.62  0.63  -0.62
H  -0.25  1.09  1.74  0.43
H  2.51  -0.02  -1.02  0.32
H  -2.12  -0.40  -1.61  0.54
H  2.45  0.98  0.44  0.35
H  -1.02  -1.60  0.77  0.23
H  -2.50  -0.67  1.06  0.38
C  -0.09  -1.15  -0.86  -1.04
H  -0.36  1.96  -1.01  0.45
C  -0.49  0.98  -0.56  -0.53
C  0.59  -0.02  -0.12  1.00

---

Entry 4:
ORCA calculation (ωB97M-V with the def2-TZVPD basis set) on a 2-piece molecular cluster, C5H14 overall in a non-equilibrium geometry.

For the energy above the lowest of the compared OMol25 structures with the same formula, charge and spin, the calculation gives 0.731 eV. Its charge is 0. The HOMO energy comes out at -10.791 eV. The gap between HOMO and LUMO is 11.920 eV. Its SMILES is CCC.CC.

Each line ends with the Mulliken charge.
Atoms and positions in Å:
H  -2.28  -1.65  0.09  0.37
H  3.18  0.73  1.95  0.28
H  -1.19  1.26  -2.78  0.29
C  -1.76  -0.58  -1.67  -0.29
H  -2.78  -0.46  -2.03  0.43
H  2.11  2.06  2.02  0.29
H  -1.33  -0.18  0.48  0.17
H  -0.48  -1.51  -0.18  0.31
C  2.20  1.06  1.59  -0.88
H  1.04  0.16  3.18  0.33
H  0.15  0.22  1.83  0.07
H  -0.10  0.83  -1.41  0.16
C  -0.75  0.44  -2.20  -0.88
C  1.20  0.03  2.11  -0.62
H  1.48  -0.96  1.77  0.26
H  -1.49  -1.52  -2.18  0.19
H  2.27  1.11  0.50  0.27
C  -1.45  -1.01  -0.21  -1.02
H  -0.03  -0.04  -2.87  0.28

---

Entry 5:
ORCA calculation (ωB97M-V with the def2-TZVPD basis set) on a 13-piece molecular cluster, C43H122N16O13 overall in a non-equilibrium geometry.

For the energy above the lowest of the compared OMol25 structures with the same formula, charge and spin, the calculation gives 3.428 eV. Its charge is 0. The HOMO energy comes out at -9.027 eV. The gap between HOMO and LUMO is 9.255 eV.

Each line ends with the Mulliken charge.
Atoms and positions in Å:
H  -4.23  1.34  -5.37  0.23
H  0.12  -4.78  0.84  -0.51
H  1.36  6.05  0.39  0.14
H  -3.78  5.39  -5.06  0.25
H  -5.03  3.33  -3.74  0.64
H  4.00  5.40  2.25  0.50
H  -5.22  4.56  -2.58  0.57
H  -0.89  7.67  -6.99  0.35
N  -7.86  -5.87  1.27  -0.72
H  7.62  -4.09  1.07  0.37
H  5.74  -1.31  -0.08  -0.73
H  -4.82  -2.02  -0.88  0.36
H  -5.47  0.30  -5.13  0.22
C  2.80  4.68  3.80  0.35
H  6.30  -1.91  3.95  -0.12
C  -1.28  5.83  -4.86  -0.90
H  5.40  0.62  1.01  0.17
H  -1.67  6.55  1.75  0.33
H  -5.03  -5.23  3.01  0.33
C  1.58  3.82  4.02  -0.67
H  1.26  0.35  2.31  0.28
C  -5.34  2.71  -1.64  1.96
C  -1.28  4.34  -2.87  -0.99
H  0.83  6.32  -1.20  0.28
H  -1.90  0.02  -3.20  0.10
O  0.58  -1.35  1.56  0.07
C  4.70  1.34  -1.74  -0.40
C  0.51  0.61  0.28  1.63
H  -1.33  1.12  0.01  -0.52
H  2.25  5.31  1.83  -0.63
H  -0.78  -3.33  0.29  -0.03
N  1.35  -2.12  -4.06  -0.75
H  2.65  2.80  -2.70  0.10
H  -1.88  1.45  4.34  0.23
H  -0.09  5.74  2.03  0.19
H  0.41  -2.33  -4.33  0.31
H  3.11  3.82  1.90  -0.25
C  -4.18  -2.67  -1.55  -0.93
H  -1.95  5.39  -6.90  0.19
H  -8.99  -2.88  1.17  0.31
C  -2.67  0.71  -3.47  -0.21
O  -7.15  -3.26  0.26  -0.40
O  0.49  4.30  3.15  -0.20
H  1.80  2.77  3.72  -0.01
N  8.94  -2.57  3.34  -0.80
H  1.82  -7.71  2.35  0.33
H  5.57  1.85  -2.13  0.42
H  4.45  -9.15  2.58  0.22
H  2.87  0.45  -2.46  -0.70
O  -3.48  3.06  -0.22  0.21
C  3.76  1.06  -2.88  1.68
C  -0.63  6.37  0.19  0.42
H  0.48  2.09  -3.37  -0.14
H  2.31  -0.41  1.01  0.14
N  5.00  0.07  1.76  0.12
H  -1.78  4.97  -2.18  0.99
H  -7.32  2.31  -1.07  0.24
H  2.50  -1.47  -1.34  -0.32
H  3.65  0.17  -4.74  0.37
H  -5.35  4.23  -0.18  0.30
H  5.93  -3.50  4.39  0.32
H  5.58  -0.76  1.92  0.08
N  -3.60  6.04  -5.80  -0.69
O  -1.82  4.61  -4.22  -0.11
H  1.32  0.43  -3.82  -0.64
N  4.49  -8.47  1.85  -0.77
H  0.27  -6.15  3.35  0.28
H  -0.93  3.44  4.51  0.58
H  4.42  -0.87  3.90  0.14
H  0.77  -3.19  2.45  0.06
H  -2.31  8.30  -6.03  0.37
O  0.79  -4.02  -0.98  -0.19
C  6.78  -2.81  4.26  -1.14
H  4.10  1.78  -0.95  0.06
H  8.68  -1.69  2.99  0.27
H  0.41  2.77  -0.38  -0.38
C  7.68  -3.43  3.25  0.11
H  -6.14  -6.45  3.54  0.36
C  -4.73  3.59  -2.77  -1.11
H  -0.97  -4.96  -0.65  0.42
C  -3.43  0.41  3.78  0.48
C  -3.67  -0.13  -4.18  0.27
C  3.20  2.31  -3.50  -0.58
H  3.07  -3.16  -1.32  0.62
C  2.60  -7.35  3.06  -0.87
H  2.03  -3.92  -3.21  0.38
H  1.25  -1.74  3.48  0.27
H  4.37  3.47  4.24  0.31
H  0.88  -5.30  4.85  0.21
N  -0.85  0.65  0.78  0.65
N  -4.63  0.73  -4.73  -0.39
C  1.69  -2.97  -2.85  0.67
H  -3.20  4.72  0.98  0.44
H  -5.35  2.57  0.53  0.37
H  -4.88  -3.41  -1.93  0.41
C  6.23  -2.27  0.15  0.32
C  -6.34  -3.97  1.18  -0.65
H  -1.79  0.97  2.65  0.15
H  -3.43  -3.25  -1.03  0.33
H  -7.20  2.77  -2.65  0.28
C  1.15  2.05  0.06  0.67
C  1.09  1.46  -4.13  1.56
C  -7.04  -4.96  2.07  0.73
H  -0.56  2.54  3.10  -0.37
C  3.09  4.85  2.33  -0.07
O  -4.07  0.80  4.76  -0.71
N  -0.75  6.33  1.54  -0.32
H  -2.56  7.39  -7.60  0.36
C  1.03  -6.18  4.16  -0.86
H  7.30  -2.76  5.14  0.51
C  -1.94  7.49  -6.65  -1.41
H  1.30  -1.19  -3.72  -0.90
O  -3.52  -1.92  -2.55  -0.23
H  -3.37  3.22  1.85  0.51
N  4.34  0.12  3.90  -0.21
H  0.56  0.12  -0.76  -0.81
H  -5.58  -6.48  1.91  0.40
C  0.44  -3.18  -2.12  -0.63
N  3.88  4.18  4.73  -0.78
H  4.10  0.60  4.75  0.23
C  -2.18  6.10  -6.06  0.48
C  3.98  -7.16  2.36  0.70
C  -8.01  -2.40  1.02  -0.93
H  1.45  2.66  0.87  -0.51
H  -5.81  -3.33  1.87  0.24
C  3.85  -6.14  1.28  -1.02
H  5.97  -3.97  1.97  -0.29
H  4.99  0.35  -1.38  -0.49
H  -1.13  -0.33  0.77  0.06
O  2.30  -6.13  3.60  -0.17
H  -8.41  -5.36  0.58  0.22
H  2.33  -2.29  2.17  0.23
H  -3.16  -0.77  -4.92  0.33
H  0.39  1.53  -4.95  0.39
H  -3.91  6.91  -5.42  0.27
C  -0.33  -4.29  -0.10  0.15
H  9.72  -2.85  2.75  0.25
C  -4.42  -1.09  -3.22  -0.80
H  -3.11  1.25  -2.63  -0.59
C  4.69  0.88  2.81  0.33
H  4.48  4.93  4.94  0.30
H  -7.66  -4.54  2.86  0.34
C  -5.89  -5.79  2.71  -1.51
H  3.89  -5.21  1.82  -0.04
H  -8.31  -1.48  0.52  0.31
H  1.44  4.05  5.06  0.32
H  3.46  -2.07  -2.71  -0.05
H  5.36  -8.44  1.38  0.21
H  2.72  -8.17  3.83  0.36
C  1.27  -0.13  1.32  -0.62
C  -3.01  3.67  0.93  -0.87
H  -3.66  3.68  -2.69  -0.36
N  -3.88  -0.31  2.68  -0.03
H  -0.18  4.43  -2.85  0.46
H  -0.27  5.76  -5.25  0.35
C  1.28  -2.20  2.43  -0.73
H  -0.04  -2.25  -1.85  0.12
H  4.69  -6.83  3.14  0.17
H  4.48  -0.69  -3.70  0.34
H  -1.90  3.51  0.96  -0.24
H  -1.29  6.61  -4.10  0.39
H  -1.58  4.08  2.98  0.39
H  2.60  5.69  4.14  0.65
N  -2.14  0.82  3.59  -0.09
C  7.01  -3.55  1.87  0.13
H  -4.88  1.67  -1.65  -0.80
H  -5.16  -1.62  -3.88  0.31
H  2.89  -6.24  0.77  0.27
H  3.94  2.97  -3.95  0.34
N  -6.79  2.89  -1.74  -0.67
O  4.48  2.12  2.78  -0.69
H  -0.29  -3.58  -2.83  0.42
H  5.51  -3.10  0.05  0.19
N  0.60  5.90  -0.27  -0.23
H  -3.20  -0.82  2.12  0.05
H  -2.29  1.37  -4.22  0.47
H  -1.61  3.30  -2.58  -0.56
O  6.79  -2.21  1.42  -0.51
C  2.73  -2.39  -1.97  -0.64
H  -5.12  -0.39  -2.58  0.14
H  -4.85  -0.59  2.60  0.08
H  -5.62  -4.45  0.51  0.39
H  1.98  1.97  -0.68  -0.71
H  -7.70  -2.09  2.01  0.35
H  7.01  -2.56  -0.61  0.37
O  2.31  2.04  -4.56  -0.54
C  -0.74  3.56  3.42  -0.62
H  7.91  -4.39  3.66  0.57
C  -4.92  3.21  -0.28  -1.28
O  -1.48  6.79  -0.56  -0.64
H  4.67  -6.31  0.62  0.53
H  0.92  -7.07  4.74  0.40
N  4.40  0.25  -3.98  -0.76
H  -8.49  -6.44  1.82  0.24

---

Entry 6:
ORCA calculation (ωB97M-V with the def2-TZVPD basis set) on C4H9NS in the gas phase in a non-equilibrium geometry.

For the energy above the lowest of the compared OMol25 structures with the same formula, charge and spin, the calculation gives 3.548 eV. Its charge is 0. The HOMO energy comes out at -8.682 eV. The gap between HOMO and LUMO is 9.585 eV. Its SMILES is CCSN1CC1.

Each line ends with the Mulliken charge.
Atoms and positions in Å:
H  3.36  -0.75  -0.24  0.25
C  1.66  0.64  -0.41  -0.62
H  2.27  -0.32  1.21  0.30
C  -1.90  -0.68  0.58  -0.36
H  -2.05  -1.79  0.49  0.20
C  -2.42  0.38  -0.39  -0.37
S  0.26  1.36  0.48  -0.07
C  2.25  -0.60  0.23  -0.80
H  -2.71  1.39  -0.11  0.19
H  1.63  -1.56  0.10  0.24
H  2.16  1.54  -0.69  0.45
N  -0.98  0.14  -0.22  -0.25
H  1.30  0.43  -1.35  0.33
H  -2.97  0.14  -1.23  0.24
H  -1.85  -0.31  1.55  0.27

---

Entry 7:
ORCA calculation (ωB97M-V with the def2-TZVPD basis set) on a 2-piece molecular cluster, C4H10NO overall in a non-equilibrium geometry.

For the energy above the lowest of the compared OMol25 structures with the same formula, charge and spin, the calculation gives 4.867 eV. Its charge is +1. The HOMO energy comes out at -12.831 eV. The gap between HOMO and LUMO is 8.060 eV.

Each line ends with the Mulliken charge.
Atoms and positions in Å:
O  -3.97  -1.11  0.62  -0.32
C  -0.14  -0.76  0.41  -0.37
H  2.26  -0.55  -0.59  0.35
H  0.18  -1.70  -0.03  0.37
H  -1.28  -0.70  0.18  -0.06
H  -4.04  -1.94  0.07  0.42
H  -0.14  -0.73  1.45  0.43
C  -3.04  -0.36  0.04  -0.47
H  -1.19  1.18  -0.79  0.13
C  2.05  0.39  -0.11  -0.76
H  0.17  1.94  -1.54  0.29
H  -2.97  0.53  0.66  0.21
H  2.36  0.33  0.99  0.28
H  2.34  1.21  -0.61  0.34
N  0.58  0.38  -0.21  0.14
C  -0.14  1.23  -0.85  0.02

---

Entry 8:
ORCA calculation (ωB97M-V with the def2-TZVPD basis set) on C22H25F3N4O in the gas phase.

Its charge is 0. The HOMO energy comes out at -8.127 eV. The gap between HOMO and LUMO is 8.676 eV. Its SMILES is O=C(c1ccncc1)N1CCC[C@H](N2CCN(c3cccc(C(F)(F)F)c3)CC2)C1.

Each line ends with the Mulliken charge.
Atoms and positions in Å:
H  4.63  2.47  -0.85  0.51
C  0.42  1.85  1.44  0.14
H  -0.34  -2.73  1.95  0.59
C  1.82  -2.47  1.79  -1.32
C  0.93  -3.23  -0.61  -0.96
C  4.69  -0.84  0.15  -1.11
H  1.86  -3.55  1.99  0.41
C  -0.93  1.77  1.71  -0.55
H  0.18  -1.04  1.75  0.18
C  -3.03  -0.46  -0.49  0.08
H  -1.91  -0.46  -3.66  0.37
C  -0.87  -1.28  -1.99  -0.48
C  -4.23  -0.06  0.32  0.87
H  0.63  -4.16  -0.12  0.37
N  2.96  1.33  -0.53  0.28
H  3.10  -0.35  1.50  0.25
C  3.21  -0.86  0.53  0.14
C  0.37  -2.07  1.43  -0.46
N  -1.87  2.05  0.82  -0.40
H  2.56  -0.45  -1.51  0.13
F  -4.00  0.02  1.63  -0.27
H  1.16  1.62  2.21  0.43
N  2.77  -2.22  0.73  0.17
H  2.93  -4.01  -0.32  0.41
H  2.88  -2.56  -1.32  0.42
H  -3.86  0.28  -2.32  0.53
C  5.20  0.60  0.10  -0.57
C  2.43  -0.02  -0.51  0.12
H  5.13  1.05  1.09  0.35
C  -1.49  2.43  -0.38  -0.69
F  -5.23  -0.96  0.17  -0.29
F  -4.74  1.12  -0.06  -0.27
H  2.14  -1.95  2.69  0.47
H  0.11  2.86  -1.76  0.51
H  -2.02  -1.27  1.19  0.61
C  -0.87  -1.53  -0.61  0.39
C  -1.97  -1.10  0.13  -0.10
H  4.83  -1.31  -0.82  0.25
C  2.27  2.43  -0.18  0.20
H  1.37  0.01  -0.28  -0.70
N  0.21  -2.13  -0.01  0.59
C  -3.03  -0.22  -1.86  -0.65
O  2.76  3.55  -0.16  -0.68
H  4.49  1.04  -1.90  0.32
H  6.24  0.62  -0.22  0.42
C  4.36  1.42  -0.88  -1.00
H  -2.29  2.66  -1.07  0.43
C  -0.16  2.54  -0.77  -0.19
H  0.67  -3.32  -1.66  0.43
C  2.46  -3.02  -0.44  -0.94
H  -0.03  -1.58  -2.59  0.38
C  0.82  2.23  0.17  0.50
H  5.26  -1.42  0.89  0.36
H  -1.30  1.47  2.69  0.45
C  -1.93  -0.64  -2.60  -1.42